[1]
Formula: C3H6N2S2
Source: the Open Molecules 2025 dataset
Level of theory: ωB97M-V/def2-TZVPD

XYZ file:
```
13
Properties=species:S:1:pos:R:3:forces:R:3:mulliken_charge:R:1
C 0.320 1.679 0.003 0.6 0.6 -0.8 -1.160
C -0.491 0.439 0.007 -0.8 0.4 0.0 0.778
N -1.750 0.547 -0.250 0.8 -0.7 0.2 -0.492
S -2.810 -0.808 -0.309 0.6 0.0 -0.1 -0.186
N 0.163 -0.756 0.375 -2.2 0.9 -0.2 -0.192
C 1.382 -1.221 0.236 1.8 0.0 -0.5 -0.136
S 2.654 -0.531 -0.495 0.3 -0.1 -0.1 -0.309
H -0.315 2.563 -0.001 -0.2 -0.2 0.2 0.351
H 0.878 1.716 -0.958 0.0 0.0 0.8 0.281
H 1.005 1.721 0.858 0.0 -0.1 -0.4 0.336
H -2.026 -1.733 -0.934 -0.2 0.3 0.2 0.131
H -0.444 -1.409 0.798 -1.1 -0.7 0.4 0.294
H 1.435 -2.207 0.671 0.3 -0.4 0.2 0.303
```
Positions in Å, forces in eV/Å.

Summary:
Molar mass   134.23 g/mol
Spin multiplicity   1
Orbital gap   8.78 eV
Relative energy (zero: lowest compared OMol25 entry of this formula, charge and spin)   107.9 kJ/mol
Total charge   0
Structure (SMILES)   C/C(=N/S)NC=S

=====

[2]
Formula: C3H6N3
Source: the Open Molecules 2025 dataset
Level of theory: ωB97M-V/def2-TZVPD

XYZ file:
```
12
Properties=species:S:1:pos:R:3:forces:R:3:mulliken_charge:R:1
C -1.382 -1.116 -1.822 3.3 1.8 3.2 -0.040
C -1.242 -0.938 0.316 1.7 1.8 -1.2 -0.058
C 1.867 1.606 1.767 -1.7 0.9 3.2 -0.108
N -1.983 -1.259 -0.714 -4.5 -2.4 1.4 -0.441
N -0.183 -0.586 -1.500 1.4 0.8 -1.6 -0.025
N -0.093 -0.421 -0.179 0.4 0.1 1.5 -0.320
H -1.650 -1.384 -2.735 -1.4 -1.0 -3.9 0.480
H -1.577 -0.890 1.348 0.4 -0.2 -0.3 0.360
H 2.361 1.724 2.717 0.1 -0.8 0.8 0.284
H 2.566 1.851 1.068 1.0 0.1 -3.1 0.310
H 0.778 1.602 1.885 0.3 -0.4 -1.1 0.307
H 0.538 -0.188 -2.152 -1.0 -0.7 1.2 0.250
```
Positions in Å, forces in eV/Å.

Summary:
Molar mass   84.10 g/mol
Spin multiplicity   1
Orbital gap (spin up / spin down)   5.43 / 3.77 eV
Relative energy (zero: lowest compared OMol25 entry of this formula, charge and spin)   536.6 kJ/mol
Total charge   +1

=====

[3]
Formula: C3H6N3
Source: the Open Molecules 2025 dataset
Level of theory: ωB97M-V/def2-TZVPD

XYZ file:
```
12
Properties=species:S:1:pos:R:3:forces:R:3:mulliken_charge:R:1
C -0.240 -0.826 1.600 3.8 -2.2 3.4 -0.843
N 0.027 -0.380 0.279 -0.9 0.9 -1.7 0.603
C 0.702 0.701 -0.058 2.0 1.6 1.1 -0.119
N 0.370 1.048 -1.335 0.8 0.3 0.0 -0.009
C -0.455 0.216 -1.862 -1.5 -6.5 7.5 -0.127
N -0.739 -0.860 -0.675 0.3 3.7 -5.2 -0.601
H -0.907 -1.627 1.701 -1.2 -1.1 -1.0 0.356
H 0.698 -1.308 2.180 -1.6 1.4 -1.7 0.300
H -0.597 -0.090 2.261 -0.4 1.5 0.3 0.386
H 1.463 1.193 0.620 -1.3 -0.5 -1.2 0.383
H 0.678 1.752 -1.993 0.9 0.8 0.9 0.249
H -1.002 0.179 -2.719 -1.0 0.1 -2.4 0.423
```
Positions in Å, forces in eV/Å.

Summary:
Molar mass   84.10 g/mol
Spin multiplicity   1
Orbital gap   10.69 eV
Relative energy (zero: lowest compared OMol25 entry of this formula, charge and spin)   221.1 kJ/mol
Total charge   +1
Structure (SMILES)   C[n+]1c[nH]cn1

=====

[4]
Formula: C3H6N3
Source: the Open Molecules 2025 dataset
Level of theory: ωB97M-V/def2-TZVPD

XYZ file:
```
12
Properties=species:S:1:pos:R:3:forces:R:3:mulliken_charge:R:1
C 3.173 -2.794 -0.230 -2.5 1.0 -0.6 0.106
N 2.220 -2.127 -0.197 4.3 -0.9 0.4 0.252
N 1.101 -1.532 -0.461 -3.8 0.7 -0.9 -0.358
N 0.903 -0.324 -0.284 2.5 -0.9 0.7 0.163
C -0.366 0.192 -0.628 -1.4 -0.1 1.4 -0.387
C -0.870 1.065 0.562 -0.5 2.0 -3.0 -0.935
H 3.836 -3.587 -0.571 0.1 0.3 0.6 0.425
H -0.256 0.727 -1.503 0.8 1.7 -1.8 0.336
H -1.082 -0.536 -0.921 -0.6 -1.2 0.1 0.444
H -0.819 0.399 1.332 -0.2 -1.3 2.7 0.335
H -0.158 1.921 0.706 -0.9 -0.7 0.0 0.308
H -1.969 1.406 0.379 2.2 -0.6 0.3 0.310
```
Positions in Å, forces in eV/Å.

Summary:
Molar mass   84.10 g/mol
Spin multiplicity   1
Orbital gap   8.86 eV
Relative energy (zero: lowest compared OMol25 entry of this formula, charge and spin)   481.5 kJ/mol
Total charge   +1
Structure (SMILES)   C#[N+]/N=N/CC

=====

[5]
Formula: C3H6N3
Source: the Open Molecules 2025 dataset
Level of theory: ωB97M-V/def2-TZVPD

XYZ file:
```
12
Properties=species:S:1:pos:R:3:forces:R:3:mulliken_charge:R:1
H -1.561 1.863 0.693 -0.9 -0.8 -0.1 0.263
N -1.079 1.161 0.121 1.4 -1.0 -1.0 -0.464
N -1.578 -0.016 -0.025 -0.4 1.5 1.0 0.280
C -0.853 -1.180 -0.276 -0.3 1.4 0.0 -0.150
N 0.347 -1.244 0.042 0.3 -1.4 0.0 -0.181
C 1.239 -0.390 0.382 3.1 2.5 2.0 0.119
C 1.644 0.718 -0.356 -2.6 -2.5 -1.0 -0.660
H -2.473 -0.230 0.373 -1.0 0.0 0.2 0.285
H -1.384 -2.051 -0.490 -1.1 -1.1 -0.7 0.449
H 1.829 -0.579 1.335 -0.8 -0.2 -1.3 0.315
H 2.578 1.058 -0.463 3.8 1.6 1.5 0.410
H 1.290 0.890 -1.338 -1.6 0.0 -0.7 0.334
```
Positions in Å, forces in eV/Å.

Summary:
Molar mass   84.10 g/mol
Spin multiplicity   1
Orbital gap (spin up / spin down)   6.93 / 8.18 eV
Relative energy (zero: lowest compared OMol25 entry of this formula, charge and spin)   454.6 kJ/mol
Total charge   +1
Structure (SMILES)   [H]/N=[NH+]/C=N\C=C

=====

[6]
Formula: C3H6N3
Source: the Open Molecules 2025 dataset
Level of theory: ωB97M-V/def2-TZVPD

XYZ file:
```
12
Properties=species:S:1:pos:R:3:forces:R:3:mulliken_charge:R:1
C 0.040 1.619 -1.611 -0.6 1.1 -2.3 0.176
C 0.751 1.306 0.435 -0.9 -0.2 -1.0 0.104
C -0.072 -1.087 0.935 -0.4 -0.7 1.1 -0.619
N 0.624 2.172 -0.596 0.9 1.0 0.2 -0.402
N -0.274 0.360 -1.620 0.2 -1.7 3.7 -0.279
N 0.150 0.192 0.460 -0.2 1.5 -4.3 -0.065
H -0.154 2.175 -2.631 0.3 -0.7 2.1 0.333
H 1.344 1.560 1.261 0.9 0.6 1.2 0.410
H -1.097 -1.031 1.310 -0.4 -1.2 -1.0 0.306
H 0.338 -1.702 0.136 -1.0 -0.8 0.1 0.321
H 0.429 -1.436 1.831 1.0 0.7 0.3 0.395
H -1.165 -0.075 -1.876 0.2 0.4 -0.2 0.321
```
Positions in Å, forces in eV/Å.

Summary:
Molar mass   84.10 g/mol
Spin multiplicity   1
Orbital gap (spin up / spin down)   8.28 / 8.26 eV
Relative energy (zero: lowest compared OMol25 entry of this formula, charge and spin)   409.0 kJ/mol
Total charge   +1

=====

[7]
Formula: C3H6N3O
Source: the Open Molecules 2025 dataset
Level of theory: ωB97M-V/def2-TZVPD

XYZ file:
```
13
Properties=species:S:1:pos:R:3:forces:R:3:mulliken_charge:R:1
C -1.316 -0.310 0.492 -2.6 -0.1 0.3 -0.735
C -0.247 -1.085 0.399 2.5 -0.6 -0.4 -0.145
C -1.164 0.915 -0.343 -0.8 0.9 -0.4 -0.234
N 0.796 -0.567 -0.330 -1.5 0.1 0.1 -0.180
N 0.271 1.290 -0.442 1.4 -0.8 3.4 -0.231
N 2.084 -0.731 0.211 -0.8 -2.3 3.2 -0.682
O 0.763 1.582 -1.521 -0.6 1.5 -2.1 -0.545
H -2.342 -0.740 0.706 1.2 0.7 0.1 0.196
H -0.073 -2.075 0.826 -0.4 -0.1 0.3 0.452
H -1.361 0.645 -1.336 -0.8 -0.5 -2.1 0.347
H -1.866 1.792 -0.148 1.1 -0.8 0.3 0.278
H 1.951 -0.875 1.298 0.5 0.4 -2.3 0.198
H 2.502 0.158 0.189 0.7 1.7 -0.4 0.281
```
Positions in Å, forces in eV/Å.

Summary:
Molar mass   100.10 g/mol
Spin multiplicity   1
Orbital gap   6.36 eV
Relative energy (zero: lowest compared OMol25 entry of this formula, charge and spin)   178.7 kJ/mol
Total charge   -1

=====

[8]
Formula: C3H6N3O
Source: the Open Molecules 2025 dataset
Level of theory: ωB97M-V/def2-TZVPD

XYZ file:
```
13
Properties=species:S:1:pos:R:3:forces:R:3:mulliken_charge:R:1
N 1.621 0.850 0.000 1.1 0.2 0.5 -0.847
N 0.348 0.397 -0.012 -0.6 -0.4 -0.5 0.552
C 0.069 -0.866 -0.197 -3.1 0.3 0.0 0.472
N 0.581 -2.020 0.092 0.0 -0.2 0.3 -0.326
C -0.699 1.277 0.084 -0.5 0.2 0.3 -0.331
C -1.905 0.613 0.027 0.3 0.7 0.0 0.052
O -1.863 -0.647 -0.035 2.9 -1.0 -0.1 -0.448
H 1.737 1.810 -0.298 -0.2 -0.2 -0.1 0.277
H 2.326 0.203 -0.333 -0.3 0.0 -0.1 0.255
H 0.829 -2.260 1.051 0.0 0.1 -0.1 0.275
H 0.340 -2.814 -0.492 0.2 0.1 -0.1 0.301
H -0.523 2.334 0.116 0.2 0.1 0.0 0.362
H -2.862 1.123 -0.003 0.0 0.0 -0.1 0.407
```
Positions in Å, forces in eV/Å.

Summary:
Molar mass   100.10 g/mol
Spin multiplicity   1
Orbital gap (spin up / spin down)   8.77 / 8.77 eV
Relative energy (zero: lowest compared OMol25 entry of this formula, charge and spin)   283.2 kJ/mol
Total charge   +1
Structure (SMILES)   N[N+](=C=[NH2+])/C=C\[O-]

=====

[9]
Formula: C3H6N3O
Source: the Open Molecules 2025 dataset
Level of theory: ωB97M-V/def2-TZVPD

XYZ file:
```
13
Properties=species:S:1:pos:R:3:forces:R:3:mulliken_charge:R:1
C 0.150 1.672 -0.855 0.0 0.6 0.4 -0.044
C 0.570 -2.722 0.375 -0.7 2.3 -0.7 0.257
C -0.662 0.199 0.573 -2.5 -2.1 3.1 -0.366
N -0.969 1.363 -0.216 0.1 0.2 -0.4 -0.063
N 0.706 -0.147 0.371 0.3 0.6 0.2 -0.447
N 1.096 0.842 -0.515 2.1 -1.2 -0.9 0.042
O -0.520 -2.695 0.699 -0.4 -0.8 0.4 -0.213
H 0.334 2.594 -1.373 -0.1 0.0 -0.6 0.397
H 1.494 -3.191 0.146 0.8 -0.8 0.1 0.366
H -1.107 0.221 1.684 1.7 1.0 -1.5 0.262
H -1.275 -0.693 0.380 -0.3 -0.2 -1.1 0.297
H -1.876 1.823 -0.329 0.7 -0.3 0.2 0.232
H 2.059 0.735 -0.942 -1.7 0.7 0.8 0.279
```
Positions in Å, forces in eV/Å.

Summary:
Molar mass   100.10 g/mol
Spin multiplicity   1
Orbital gap (spin up / spin down)   8.36 / 5.99 eV
Relative energy (zero: lowest compared OMol25 entry of this formula, charge and spin)   410.0 kJ/mol
Total charge   +1

=====

[10]
Formula: C3H6N3O
Source: the Open Molecules 2025 dataset
Level of theory: ωB97M-V/def2-TZVPD

XYZ file:
```
13
Properties=species:S:1:pos:R:3:forces:R:3:mulliken_charge:R:1
N -0.434 -1.593 -0.037 -0.9 3.0 1.5 -0.249
C -1.434 -0.711 -0.213 -0.4 -3.8 -1.8 0.162
N -1.199 0.562 -0.258 -0.2 2.0 1.2 -0.159
C 0.067 1.205 0.071 1.5 1.4 -1.5 -0.289
C 1.249 0.343 0.085 2.1 0.2 1.0 -0.217
N 2.414 0.165 0.191 -2.6 0.5 -0.1 0.578
O 3.537 -0.133 0.309 0.8 -0.2 0.0 -0.557
H 0.277 -1.136 0.566 0.2 -1.6 -0.9 0.216
H -0.464 -2.562 -0.251 -0.3 -0.7 0.1 0.246
H -2.393 -1.230 -0.538 0.8 1.6 0.5 0.339
H -1.866 1.328 -0.091 -0.7 -1.4 -0.7 0.306
H -0.126 1.861 0.934 0.6 -0.6 0.1 0.324
H 0.372 1.903 -0.769 -1.1 -0.4 0.7 0.301
```
Positions in Å, forces in eV/Å.

Summary:
Molar mass   100.10 g/mol
Spin multiplicity   1
Orbital gap   9.75 eV
Relative energy (zero: lowest compared OMol25 entry of this formula, charge and spin)   320.6 kJ/mol
Total charge   +1
Structure (SMILES)   N/C=[NH+]\CC#[N+][O-]